1.
Molecular formula: C19H24N6O2PdS
Method: DFT, ωB97M-V/def2-TZVPD

Cartesian coordinates (Å):
Pd  0.408  -0.691  0.411
C  -3.160  0.872  2.804
N  -1.932  1.665  2.935
C  -1.940  2.861  3.783
C  -0.880  1.327  2.220
C  0.369  2.149  2.303
O  -0.981  0.307  1.463
H  -3.884  1.234  3.524
H  -2.950  -0.178  2.995
H  -3.568  0.968  1.799
H  -2.782  2.792  4.465
H  -2.049  3.765  3.184
H  -1.030  2.924  4.375
H  0.144  3.206  2.167
H  1.072  1.837  1.536
H  0.838  2.037  3.282
N  0.845  -2.278  6.397
C  1.363  -1.904  5.444
C  2.003  -1.449  4.243
C  3.381  -1.266  4.164
C  3.920  -0.829  2.966
C  3.080  -0.592  1.894
N  1.753  -0.766  1.978
C  1.219  -1.190  3.127
H  4.007  -1.463  5.023
H  4.983  -0.671  2.857
H  3.466  -0.254  0.943
H  0.147  -1.333  3.155
C  -3.126  -3.773  -2.652
N  -2.370  -3.381  -1.470
C  -1.777  -2.203  -1.292
N  -1.799  -1.306  -2.304
O  -1.188  -1.959  -0.202
H  -3.438  -4.806  -2.532
H  -2.508  -3.714  -3.549
H  -4.021  -3.162  -2.775
H  -2.301  -4.017  -0.693
H  -2.403  -1.452  -3.096
H  -1.614  -0.347  -2.063
S  3.315  -2.254  -2.601
C  2.325  -1.188  -1.731
N  1.670  -1.716  -0.729
C  1.936  -3.078  -0.593
C  1.410  -3.939  0.373
C  1.816  -5.254  0.350
C  2.723  -5.721  -0.615
C  3.243  -4.881  -1.573
C  2.837  -3.545  -1.550
H  2.248  -0.143  -1.993
H  0.693  -3.579  1.099
H  1.428  -5.945  1.086
H  3.019  -6.761  -0.603
H  3.942  -5.241  -2.315

energy above the lowest of the compared OMol25 structures with the same formula, charge and spin: 86.0 kJ/mol
multiplicity: 1
charge: +2
Kohn-Sham gap: 7.89 eV

2.
Molecular formula: C12H17P
Method: DFT, ωB97M-V/def2-TZVPD

Cartesian coordinates (Å):
C  -1.295  1.866  2.587
C  0.021  1.800  2.354
C  1.152  2.185  3.234
C  0.545  1.172  1.082
C  0.496  -0.408  1.226
P  0.894  -1.523  -0.138
C  0.422  -3.112  0.325
C  0.002  -0.822  -1.526
C  -1.472  -0.771  -1.416
C  -2.095  -0.413  -2.563
C  -1.409  -0.334  -3.762
C  -0.074  -0.386  -3.876
C  0.639  -0.788  -2.782
H  -1.519  2.029  3.540
H  -1.991  1.402  1.985
H  0.864  2.331  4.345
H  1.571  3.147  2.840
H  2.118  1.655  3.345
H  1.636  1.417  0.915
H  -0.007  1.556  0.238
H  1.242  -0.973  1.958
H  -0.578  -0.521  1.427
H  2.203  -0.841  -0.539
H  0.374  -3.713  -0.562
H  1.183  -3.493  1.139
H  -1.969  -0.848  -0.439
H  -3.200  -0.281  -2.575
H  -1.917  -0.068  -4.641
H  0.462  -0.240  -4.936
H  1.701  -1.026  -2.783

energy above the lowest of the compared OMol25 structures with the same formula, charge and spin: 434.6 kJ/mol
multiplicity: 1
Kohn-Sham gap: 8.49 eV
SMILES: C=C(C)CC[P@@H](=C)c1ccccc1

3.
Molecular formula: C6H27B3NO2Sn
Method: DFT, ωB97M-V/def2-TZVPD

Cartesian coordinates (Å):
Sn  -10.131  -7.074  7.463
B  -11.588  -7.105  10.024
H  -12.234  -6.893  9.017
H  -10.680  -6.335  10.053
H  -12.319  -6.892  10.929
H  -11.193  -8.223  10.048
B  -10.457  -5.723  4.701
H  -10.666  -5.231  3.646
H  -9.466  -6.385  4.628
H  -10.233  -4.877  5.521
H  -11.409  -6.352  5.057
B  -8.211  -7.627  10.780
H  -8.763  -8.516  11.329
H  -7.031  -7.806  10.874
H  -8.465  -7.633  9.601
H  -8.442  -6.540  11.189
C  -10.442  -3.653  9.028
O  -9.394  -4.520  8.665
C  -8.273  -3.878  8.060
C  -7.246  -4.967  7.887
N  -7.714  -5.836  6.816
C  -6.790  -6.975  6.696
C  -7.142  -7.902  5.560
O  -8.307  -8.616  5.984
C  -8.376  -9.929  5.463
H  -11.330  -4.227  9.286
H  -10.741  -2.984  8.212
H  -10.105  -3.065  9.889
H  -7.941  -3.124  8.783
H  -8.597  -3.457  7.101
H  -7.153  -5.554  8.804
H  -6.254  -4.543  7.672
H  -7.699  -5.322  5.941
H  -6.636  -7.525  7.622
H  -5.842  -6.476  6.432
H  -6.303  -8.599  5.447
H  -7.328  -7.437  4.589
H  -9.330  -10.396  5.698
H  -7.563  -10.535  5.871
H  -8.311  -9.869  4.371

energy above the lowest of the compared OMol25 structures with the same formula, charge and spin: 27.5 kJ/mol
multiplicity: 1
charge: -1
Kohn-Sham gap: 7.51 eV

4.
Molecular formula: C12H17N8O2Ru
Method: DFT, ωB97M-V/def2-TZVPD

Cartesian coordinates (Å):
Ru  -0.513  -0.398  0.301
N  3.353  -0.838  2.525
C  2.097  -0.391  2.624
N  1.480  -0.595  1.474
C  2.438  -1.187  0.682
N  3.577  -1.331  1.318
C  2.166  -1.544  -0.695
C  3.173  -1.733  -1.655
N  2.862  -2.038  -2.889
C  1.600  -2.131  -3.250
C  0.584  -1.930  -2.317
N  0.873  -1.652  -1.048
H  4.079  -0.860  3.231
H  1.668  0.073  3.492
H  4.217  -1.646  -1.389
H  1.380  -2.405  -4.273
H  -0.458  -2.024  -2.598
N  -1.574  -2.652  0.814
C  -2.800  -2.678  1.617
C  -3.828  -1.702  1.101
C  -3.478  -0.209  1.700
O  -4.428  0.345  2.165
O  -2.279  0.067  1.579
H  -1.738  -3.114  -0.083
H  -0.837  -3.160  1.303
H  -2.540  -2.444  2.654
H  -3.252  -3.683  1.613
H  -4.837  -1.937  1.432
H  -3.798  -1.595  0.013
C  1.338  4.269  -0.799
N  -0.024  3.815  -0.999
C  -1.001  4.825  -1.349
C  -0.310  2.573  -0.892
N  -0.521  1.426  -0.828
H  1.715  4.717  -1.720
H  1.984  3.441  -0.516
H  1.357  5.031  -0.018
H  -0.715  5.298  -2.292
H  -1.014  5.599  -0.578
H  -1.997  4.397  -1.451

multiplicity: 6
charge: +2
Kohn-Sham gap (alpha / beta): 8.96 / 5.69 eV

5.
Molecular formula: C34H39N3O11Y
Method: DFT, ωB97M-V/def2-TZVPD

Cartesian coordinates (Å):
Y  0.202  -0.314  0.143
C  2.342  -0.926  -0.706
C  2.899  0.316  -0.214
C  2.753  1.269  -1.263
C  2.200  0.581  -2.372
C  1.987  -0.757  -2.078
C  1.796  -1.889  -3.073
C  1.002  -1.432  -4.301
C  3.209  -2.307  -3.526
C  1.114  -3.114  -2.456
C  3.083  2.757  -1.454
C  1.862  3.463  -2.078
C  4.270  2.857  -2.429
C  3.418  3.572  -0.201
C  3.821  0.309  1.017
C  5.238  0.717  0.574
C  3.316  1.196  2.166
C  3.979  -1.108  1.597
H  2.595  -1.898  -0.302
H  1.998  1.037  -3.331
H  1.504  -0.603  -4.805
H  0.002  -1.114  -4.012
H  0.910  -2.253  -5.017
H  3.730  -1.462  -3.979
H  3.147  -3.118  -4.258
H  3.793  -2.651  -2.670
H  0.096  -2.875  -2.156
H  1.660  -3.482  -1.585
H  1.074  -3.919  -3.196
H  1.634  3.096  -3.079
H  2.053  4.538  -2.152
H  0.986  3.312  -1.447
H  4.047  2.347  -3.367
H  5.161  2.394  -1.999
H  4.493  3.906  -2.647
H  2.567  3.588  0.472
H  3.623  4.603  -0.505
H  4.299  3.212  0.324
H  5.293  1.748  0.238
H  5.555  0.076  -0.252
H  5.941  0.588  1.403
H  3.083  2.204  1.845
H  4.065  1.245  2.965
H  2.402  0.764  2.579
H  4.463  -1.775  0.882
H  3.027  -1.537  1.895
H  4.617  -1.051  2.485
O  -0.429  -1.903  4.313
C  -0.108  -1.048  3.341
O  0.839  -1.243  2.615
C  -0.972  0.134  3.206
C  -2.032  0.407  4.056
C  -2.796  1.532  3.807
C  -2.422  2.380  2.783
C  -1.286  2.081  2.038
N  -0.607  0.943  2.203
C  -0.593  3.207  1.279
O  -1.336  4.076  0.643
O  0.571  3.377  1.555
H  0.213  -2.626  4.271
H  -2.248  -0.267  4.872
H  -3.652  1.766  4.427
H  -2.961  3.296  2.589
H  -2.021  3.680  -0.033
O  -4.296  2.051  -3.620
C  -3.418  1.552  -2.959
C  -2.785  0.193  -3.189
O  -3.089  -0.605  -4.044
C  -1.746  0.069  -2.145
C  -1.618  1.316  -1.475
O  -0.645  1.529  -0.655
C  -2.741  2.147  -1.767
O  -3.111  3.158  -1.133
O  -1.039  -0.921  -1.825
C  -0.777  -5.924  1.546
N  -1.218  -4.557  1.330
C  -2.533  -4.227  1.454
C  -2.987  -2.979  1.250
C  -2.023  -1.966  0.885
O  -2.301  -0.758  0.744
N  -0.725  -2.331  0.719
C  -0.261  -3.581  0.953
O  0.919  -3.895  0.871
H  -1.246  -6.600  0.829
H  -1.019  -6.251  2.559
H  0.298  -5.938  1.399
H  -3.192  -5.039  1.738
H  -4.027  -2.710  1.346

energy above the lowest of the compared OMol25 structures with the same formula, charge and spin: 48.4 kJ/mol
multiplicity: 1
charge: -1
Kohn-Sham gap: 5.88 eV

6.
Molecular formula: InNO3
Method: DFT, ωB97M-V/def2-TZVPD

Cartesian coordinates (Å):
In  5.010  -16.301  18.216
N  2.792  -13.024  19.301
O  3.241  -12.094  19.905
O  3.332  -14.106  19.461
O  1.852  -12.890  18.574

energy above the lowest of the compared OMol25 structures with the same formula, charge and spin: 97.5 kJ/mol
multiplicity: 1
charge: +2
Kohn-Sham gap: 3.95 eV

7.
Molecular formula: C16H22F12NiO10
Method: DFT, ωB97M-V/def2-TZVPD

Cartesian coordinates (Å):
Ni  0.404  -0.184  -0.279
O  0.925  -1.526  -1.477
H  1.548  -1.772  -2.188
O  0.151  0.890  1.343
H  0.690  1.445  1.940
C  -1.498  4.228  -0.981
C  -0.187  4.141  -0.222
O  0.870  4.154  -1.134
C  1.243  3.005  -1.834
O  0.715  1.859  -1.647
C  2.353  3.332  -2.885
F  1.994  2.927  -4.088
F  2.699  4.596  -2.898
F  3.442  2.621  -2.481
H  -1.467  3.910  -2.023
H  -1.926  5.229  -0.935
H  -2.277  3.650  -0.484
H  -0.307  3.240  0.380
H  -0.177  4.917  0.543
C  -2.915  -0.795  3.083
C  -1.474  -1.394  3.437
O  -1.413  -2.741  3.008
C  -0.968  -3.015  1.764
O  -0.467  -2.192  1.028
C  -1.103  -4.464  1.326
F  -1.676  -4.496  0.094
F  0.085  -4.902  1.198
F  -1.844  -5.248  2.152
H  -3.661  -1.296  3.699
H  -3.356  -0.849  2.088
H  -2.775  0.236  3.408
H  -1.176  -1.446  4.484
H  -0.702  -0.854  2.889
C  -2.629  -3.554  -3.256
C  -1.973  -2.308  -2.430
O  -2.811  -1.211  -2.398
C  -2.546  -0.034  -1.753
O  -1.531  0.215  -1.113
C  -3.757  0.994  -1.906
F  -3.274  2.196  -2.335
F  -4.701  0.513  -2.756
F  -4.232  1.262  -0.691
H  -2.275  -4.461  -2.768
H  -2.325  -3.560  -4.303
H  -3.715  -3.645  -3.223
H  -1.125  -1.878  -2.964
H  -1.733  -2.547  -1.394
C  2.985  0.055  3.369
C  3.681  1.068  2.603
O  4.429  0.518  1.518
C  3.763  0.071  0.464
O  2.565  0.045  0.279
C  4.681  -0.677  -0.573
F  5.939  -0.754  -0.253
F  4.199  -1.920  -0.750
F  4.561  -0.153  -1.752
H  3.553  -0.875  3.349
H  2.076  -0.299  2.884
H  2.824  0.437  4.378
H  4.523  1.380  3.222
H  3.096  1.914  2.243

multiplicity: 4
charge: +1
Kohn-Sham gap (alpha / beta): 10.58 / 5.36 eV

8.
Molecular formula: C22H20N4O3
Method: DFT, ωB97M-V/def2-TZVPD

Cartesian coordinates (Å):
C  -3.155  1.448  -2.629
C  -2.576  1.383  -1.265
O  -3.273  1.840  -0.378
N  -1.310  0.803  -1.073
C  -0.691  0.995  0.185
C  -0.992  1.775  1.276
C  -0.001  1.695  2.422
O  -0.286  2.368  3.363
N  1.039  0.748  2.544
C  1.983  0.672  3.703
C  1.460  -0.518  4.529
C  0.353  -0.237  5.240
C  -0.076  -1.342  6.005
C  0.501  -2.541  6.013
N  1.627  -2.851  5.346
C  2.054  -1.803  4.585
C  1.495  0.277  1.248
C  2.817  -0.171  0.878
C  0.614  0.280  0.149
C  0.545  -0.436  -1.199
O  1.322  -1.350  -1.543
N  -0.449  0.095  -1.912
C  -0.699  -0.534  -3.114
C  -1.445  -1.681  -3.264
C  -1.746  -2.127  -4.516
C  -1.131  -1.496  -5.636
C  -0.419  -0.328  -5.504
C  -0.157  0.171  -4.257
C  0.626  1.482  -4.149
H  -2.554  1.992  -3.290
H  -3.386  0.485  -3.031
H  -4.112  1.962  -2.505
H  -1.837  2.431  1.293
H  2.952  0.681  3.210
H  1.954  1.597  4.328
H  0.085  0.804  5.411
H  -0.872  -1.062  6.619
H  0.196  -3.344  6.767
H  3.026  -1.970  4.105
H  3.014  -0.366  -0.193
H  3.254  -0.953  1.484
H  3.447  0.649  1.064
H  -1.777  -2.074  -2.330
H  -2.433  -2.992  -4.790
H  -1.507  -1.906  -6.597
H  0.063  0.180  -6.263
H  0.945  1.782  -5.197
H  0.047  2.230  -3.652
H  1.462  1.257  -3.482

energy above the lowest of the compared OMol25 structures with the same formula, charge and spin: 446.4 kJ/mol
multiplicity: 1
Kohn-Sham gap: 8.24 eV
SMILES: CC(=O)n1c2cc(=O)n(Cc3cccnc3)c(C)c2c(=O)n1-c1ccccc1C

9.
Molecular formula: C4H9NS2
Method: DFT, ωB97M-V/def2-TZVPD

Cartesian coordinates (Å):
C  0.512  1.221  1.584
C  1.677  -1.751  -0.178
C  -1.977  1.627  -0.694
C  0.315  -1.518  0.464
N  -0.257  -0.285  0.081
S  0.555  0.746  3.084
S  -1.896  -0.039  0.192
H  0.635  2.097  1.116
H  1.725  -2.762  -0.696
H  1.842  -0.901  -0.912
H  2.518  -1.689  0.436
H  -1.404  2.266  -0.028
H  -3.061  1.906  -0.526
H  -1.735  1.442  -1.733
H  -0.395  -2.147  0.005
H  0.513  -1.750  1.558

energy above the lowest of the compared OMol25 structures with the same formula, charge and spin: 492.1 kJ/mol
multiplicity: 1
Kohn-Sham gap (alpha / beta): 7.15 / 6.71 eV

10.
Molecular formula: CH4O4Si
Method: DFT, ωB97M-V/def2-TZVPD

Cartesian coordinates (Å):
C  -1.166  -1.287  0.039
O  -2.344  -1.074  0.159
O  1.635  -0.555  -1.031
O  -0.084  1.411  -1.115
O  -0.417  0.791  1.587
Si  0.182  -0.060  -0.591
H  -0.730  -2.224  0.462
H  2.440  -0.102  -1.245
H  0.124  2.052  -0.410
H  0.358  1.049  2.144

energy above the lowest of the compared OMol25 structures with the same formula, charge and spin: 323.9 kJ/mol
multiplicity: 1
Kohn-Sham gap: 9.03 eV